C32H59NbO10 as an isolated structure in a non-equilibrium geometry, computed with the ωB97M-V functional and the def2-TZVPD basis.

Atoms and positions in Å:
Nb 1.18 -0.32 0.83
O 6.66 -0.47 -2.14
O 3.45 2.01 0.86
O 2.46 -2.04 5.65
O -1.17 -3.18 -0.23
O -0.65 4.28 1.41
O -0.36 0.77 3.41
O -3.44 2.82 -1.89
O -1.58 -0.61 2.09
O -6.00 0.08 -5.69
O -0.08 0.15 -0.75
C -2.78 3.25 1.24
C 2.93 -2.29 6.97
C -3.05 1.45 -1.70
C -1.50 4.84 2.42
C 1.76 -2.04 7.91
C 6.80 1.89 -2.00
C 5.66 -0.67 2.48
C -2.20 -3.44 0.73
C 8.19 1.31 -1.87
C -2.93 4.56 1.99
C -5.61 -1.29 -5.50
C 1.97 1.84 1.01
C -3.20 -4.36 0.06
C -3.47 1.74 -4.00
C -6.03 -0.99 -7.80
C 4.14 1.27 1.80
C -1.44 3.43 0.55
C -1.32 -4.08 -1.33
C -3.88 3.00 -3.24
C 1.03 -1.93 5.67
C 3.98 1.68 3.21
C -3.54 0.68 -2.92
C 4.65 0.90 4.25
C -0.50 0.01 2.34
C -6.10 -2.05 -6.72
C 0.57 -2.41 7.04
C 7.90 -0.14 -1.52
C -6.44 0.25 -7.04
C -2.32 -5.14 -0.89
C 4.98 0.12 1.45
C 5.46 -0.25 3.86
C 6.03 0.73 -2.61
H -1.26 4.34 3.37
H -0.37 -1.96 7.36
H 3.26 -3.34 7.02
H -7.53 0.37 -7.03
H -3.47 1.07 -0.77
H 0.73 -2.08 0.57
H 5.04 -0.14 0.36
H 1.60 2.24 1.99
H -1.29 5.91 2.52
H -6.00 1.16 -7.45
H -3.28 5.34 1.31
H 1.53 2.45 0.16
H -2.73 2.42 1.94
H -4.58 0.37 -2.77
H -1.96 1.41 -1.63
H 3.78 -1.64 7.18
H 0.60 -2.51 4.85
H -3.75 -4.99 0.77
H -0.98 -0.12 -0.46
H 6.11 0.74 -3.71
H -1.54 3.94 -0.41
H -4.52 -1.32 -5.42
H 4.52 1.18 5.32
H -0.92 2.49 0.39
H -1.81 -5.94 -0.35
H -5.50 -2.94 -6.93
H -6.67 -1.20 -8.66
H -2.86 -5.59 -1.73
H 8.81 1.81 -1.13
H 8.68 -0.82 -1.87
H -1.73 -3.92 1.60
H -7.13 -2.37 -6.57
H 2.61 -0.65 -0.29
H -0.34 -4.51 -1.59
H 1.82 -2.61 8.84
H -6.04 -1.67 -4.57
H -2.45 1.84 -4.36
H 5.93 -0.84 4.69
H -3.59 3.05 0.53
H 0.77 -0.87 5.51
H 6.75 2.80 -2.60
H -3.62 4.50 2.83
H 6.40 2.11 -1.01
H -5.00 -0.89 -8.16
H 4.98 0.73 -2.34
H -3.93 -3.77 -0.50
H 8.71 1.36 -2.84
H -1.69 -3.51 -2.18
H 7.78 -0.27 -0.44
H -3.43 3.90 -3.66
H -2.94 -0.20 -3.13
H -4.12 1.54 -4.85
H 3.33 2.55 3.47
H 1.71 -0.97 8.16
H -4.97 3.12 -3.23
H 6.26 -1.55 2.20
H 0.45 -3.50 7.03
H 2.21 -0.91 2.22
H -2.64 -2.49 1.05

Its HOMO-LUMO gap is 3.40 eV. As for the total charge: -2. The HOMO energy comes out at -0.016 eV.

These are the Löwdin partial charges, in e, on atoms 1 to 8:
1. Nb 1.340
2. O -0.144
3. O -0.246
4. O -0.143
5. O -0.203
6. O -0.141
7. O -0.265
8. O -0.159

A 12-piece molecular cluster, C32H60Cl16N4 overall in a non-equilibrium geometry, computed with the ωB97M-V functional and the def2-TZVPD basis.

Atoms and positions in Å:
Cl 0.55 4.34 1.03
Cl 1.44 0.69 1.76
Cl -6.42 -0.30 0.40
Cl -4.48 -3.78 -3.41
Cl 0.15 8.52 0.18
Cl 1.07 -2.74 2.93
Cl 0.88 0.03 -1.58
Cl -4.33 -0.51 -2.81
Cl -1.73 2.35 3.77
Cl 0.22 -0.96 -7.83
Cl -0.94 -0.14 -4.56
Cl 2.28 -2.87 6.15
Cl 1.61 -6.46 -1.40
Cl 0.65 -3.74 -2.91
Cl -0.87 -1.43 5.60
Cl -3.44 1.19 0.79
N 5.45 0.06 3.61
N -4.85 4.21 -4.67
N -2.31 -2.42 1.27
N 0.82 4.22 -3.00
C -3.43 -4.38 3.81
C -2.01 -4.07 3.28
C -4.20 -5.36 2.93
C 1.43 -4.92 -0.52
C 0.68 -0.64 -5.18
C -2.48 3.59 -1.80
C 6.86 1.09 0.37
C 0.51 -1.69 -6.23
C 1.85 4.04 -2.53
C -1.81 1.08 5.02
C 3.75 1.65 -3.25
C -2.12 -3.13 2.15
C 0.36 -4.05 -1.18
C -3.57 -1.77 -1.79
C 0.03 7.00 1.07
C -3.13 -3.00 -2.55
C 5.88 -0.06 0.11
C 3.17 3.80 -1.94
C -2.16 2.78 -3.06
C -0.65 0.14 4.80
C -3.74 3.93 -4.55
C -4.47 0.54 2.07
C -2.35 3.55 -4.37
C 2.78 -3.01 3.44
C 0.48 5.90 0.14
C 3.10 -2.22 4.69
C 4.72 -0.08 1.10
C -5.27 -0.71 1.66
C -0.18 0.84 -0.39
C 5.12 -0.01 2.51
C -0.07 0.15 0.93
C 3.63 2.35 -1.91
H -2.72 1.84 -3.10
H -2.37 -2.73 -3.29
H 4.44 2.19 -3.91
H 1.15 0.26 -5.56
H 4.11 -0.99 1.05
H -3.84 -6.39 2.99
H -0.03 -0.93 0.80
H 5.54 0.03 -0.92
H -0.46 -0.04 3.75
H -1.78 4.42 -1.72
H 7.78 0.94 -0.19
H 3.00 1.76 -1.24
H 6.41 -1.02 0.13
H -1.73 4.44 -4.38
H 0.28 0.57 5.19
H -0.59 -4.58 -1.11
H -3.50 3.98 -1.88
H -4.17 -5.07 1.87
H 3.37 -2.63 2.61
H -2.07 2.85 -5.16
H -2.58 -3.63 -1.86
H 4.16 -2.25 4.88
H 3.25 4.22 -0.93
H -5.85 -1.07 2.51
H -0.29 -2.40 -6.02
H -3.89 0.22 2.94
H -1.70 1.54 6.00
H -1.43 -3.58 4.05
H 1.27 -0.89 -4.30
H 4.03 0.74 0.91
H 2.79 1.58 -3.78
H 0.66 7.05 1.95
H -1.20 0.72 -0.77
H -2.39 2.98 -0.91
H -5.27 -5.36 3.14
H 0.29 -3.09 -0.68
H -5.11 1.36 2.38
H -1.11 2.47 -3.03
H -2.69 -1.27 -1.37
H 2.76 -1.20 4.57
H 7.17 1.05 1.41
H -0.10 5.81 -0.77
H -0.91 0.34 1.60
H 1.07 -5.16 0.48
H 4.10 0.62 -3.14
H 6.38 2.05 0.16
H -2.76 0.57 4.97
H -0.98 6.90 1.46
H -1.53 -5.00 2.99
H -4.25 -1.99 -0.98
H 1.40 -2.31 -6.37
H -4.59 -1.49 1.32
H 2.41 -4.45 -0.51
H -3.98 -3.45 3.91
H -3.28 -4.88 4.77
H 3.85 4.42 -2.53
H 4.60 2.34 -1.40
H 0.07 1.90 -0.44
H 1.50 6.15 -0.16
H 2.90 -4.08 3.48

The calculation puts the relative energy (zero: lowest compared OMol25 entry of this formula, charge and spin) at 28.90 kJ/mol. Its HOMO-LUMO gap is 10.30 eV. The SMILES is CCCC#N.CCCC#N.CCCC#N.CCCC#N.ClCCCl.ClCCCl.ClCCCl.ClCCCl.ClCCCl.ClCCCl.ClCCCl.ClCCCl. The HOMO energy comes out at -10.319 eV.

These are the Löwdin partial charges, in e, on atoms 1 to 8:
1. Cl 0.562
2. Cl 0.577
3. Cl 0.583
4. Cl 0.564
5. Cl 0.577
6. Cl 0.590
7. Cl 0.605
8. Cl 0.546

Question: Among the records above, which one has the lowest HOMO?
Answer: C32H60Cl16N4